Entry a
# C3H9NS

A 2-piece molecular cluster, C3H9NS overall (wB97M-V/def2-TZVPD, OMol25).

```
14
C3H9NS (wB97M-V/def2-TZVPD)
C -1.68629 1.41319 1.64732
N -1.00815 0.96807 2.60817
H -2.61756 1.97390 1.75282
H -1.39085 1.22655 0.61674
H -1.45335 1.19460 3.49292
C 1.30741 -0.76399 -0.11789
C 0.53484 -1.03608 -1.40949
S 0.45244 0.43496 -2.45704
H 1.30492 0.28557 0.15842
H 2.35195 -1.05830 -0.21490
H 0.89448 -1.38219 0.67724
H -0.48489 -1.29753 -1.13231
H 0.93782 -1.85114 -2.00122
H 0.85723 -0.10761 -3.62076
```

## Properties
**E_HOMO**: -0.3290 Eh
**E_LUMO**: 0.92 eV
**Kohn-Sham gap**: 9.873 eV

These are the Mulliken partial charges, in e, on atoms 1 to 2: atom 1 (C): -0.19, atom 2 (N): -0.44



Entry b
# C3H9NS

One molecule with the formula C3H9NS (wB97M-V/def2-TZVPD, OMol25).

```
14
C3H9NS (wB97M-V/def2-TZVPD)
C 0.87529 -0.60219 -1.31706
N -0.46181 -0.27678 -0.85587
C -0.71960 1.06466 -0.46584
S -0.52766 1.39442 1.37096
C -0.01010 -0.20585 2.02377
H 1.01273 -0.42421 -2.37668
H 1.09039 -1.66236 -1.14050
H 1.59035 -0.03124 -0.73787
H -1.19352 -0.73385 -1.37176
H -0.08898 1.77517 -0.99059
H -1.77417 1.27554 -0.63183
H 0.70851 -0.01638 2.80699
H -0.86067 -0.72383 2.45905
H 0.35924 -0.83307 1.22720
```

## Properties
**E_HOMO**: -0.3001 Eh
**E_LUMO**: 1.00 eV
**Kohn-Sham gap**: 9.167 eV

These are the Mulliken partial charges, in e, on atoms 1 to 2: atom 1 (C): -0.98, atom 2 (N): -0.31



Entry c
# C3H9NS

One molecule with the formula C3H9NS (wB97M-V/def2-TZVPD, OMol25).

```
14
C3H9NS (wB97M-V/def2-TZVPD)
C 2.09713 0.66821 0.20918
N 0.88457 0.52914 -0.49162
C 0.27349 -0.77124 -0.37543
S -0.96955 -0.42961 0.95971
C -2.46154 -0.30628 0.06561
H 2.93226 0.86918 -0.46990
H 2.13854 1.50579 0.91139
H 2.33581 -0.07493 0.90206
H 0.29841 1.30061 -0.04444
H -0.17273 -0.98342 -1.32744
H 0.80889 -1.64018 -0.06088
H -3.18632 0.17625 0.78664
H -2.32455 0.44483 -0.71096
H -2.65442 -1.28835 -0.35394
```

## Properties
**E_HOMO**: -0.2908 Eh
**E_LUMO**: 1.03 eV
**Kohn-Sham gap**: 8.942 eV

These are the Mulliken partial charges, in e, on atoms 1 to 2: atom 1 (C): -0.95, atom 2 (N): -0.42



Which one sits at the bottom of the stability order? entry c does.



Entry a
# C3H9NS

One molecule with the formula C3H9NS (wB97M-V/def2-TZVPD, OMol25).

```
14
C3H9NS (wB97M-V/def2-TZVPD)
C 1.35510 -0.16551 -1.73622
N 0.17298 -0.52983 -0.97683
C 0.18180 0.02881 0.34865
C -1.17734 -0.06423 1.02931
S -1.36594 1.13466 2.37153
H 2.23554 -0.63099 -1.29011
H 1.53718 0.91650 -1.76902
H 1.25542 -0.52047 -2.76025
H -0.65235 -0.28409 -1.50535
H 0.97068 -0.39732 0.97477
H 0.45802 1.09440 0.30826
H -1.91878 0.22170 0.28893
H -1.35461 -1.07035 1.38500
H -1.69771 0.26671 3.33133
```

## Properties
**E_HOMO**: -0.3276 Eh
**E_LUMO**: 1.01 eV
**Kohn-Sham gap**: 9.920 eV

These are the Mulliken partial charges, in e, on atoms 1 to 2: atom 1 (C): -0.89, atom 2 (N): -0.37



Entry b
# C3H9NS

One molecule with the formula C3H9NS (wB97M-V/def2-TZVPD, OMol25).

```
14
C3H9NS (wB97M-V/def2-TZVPD)
C -1.56575 -1.21424 0.29618
N -0.23248 -0.97998 -0.25357
C -0.21463 0.17531 -1.15210
S 1.27960 1.23293 -1.10619
C 1.69338 1.19202 0.63543
H -2.34856 -0.93300 -0.38843
H -1.63807 -0.48864 1.13391
H -1.57370 -2.21763 0.72569
H 0.71980 -1.13002 -0.00971
H -0.42099 -0.02234 -2.21003
H -0.96742 0.88338 -0.74195
H 2.48985 1.90030 0.83287
H 0.86290 1.42774 1.31266
H 1.91608 0.17414 0.92524
```

## Properties
**E_HOMO**: -0.3028 Eh
**E_LUMO**: 1.01 eV
**Kohn-Sham gap**: 9.251 eV

These are the Mulliken partial charges, in e, on atoms 1 to 2: atom 1 (C): -0.79, atom 2 (N): -0.30



Which one sits at the bottom of the stability order? entry b does.



Entry a
# C3H9NS

One molecule with the formula C3H9NS (wB97M-V/def2-TZVPD, OMol25).

```
14
C3H9NS (wB97M-V/def2-TZVPD)
C 0.23104 -1.70550 0.14903
C 0.34700 -0.22186 -0.22077
N -0.11973 -0.02711 -1.61202
C -0.32599 0.70702 0.75749
S -0.30088 2.43283 0.12235
H 0.12988 -1.94179 1.24321
H 1.13963 -2.16452 -0.20903
H -0.65683 -2.19890 -0.49216
H 1.41364 0.05601 -0.14383
H 0.32172 0.81011 -1.90949
H -1.14472 0.20161 -1.46723
H -1.45118 0.41410 0.85925
H 0.12094 0.62898 1.78961
H 0.29548 3.00904 1.13360
```

## Properties
**E_HOMO**: -0.3409 Eh
**E_LUMO**: 0.86 eV
**Kohn-Sham gap**: 10.141 eV

These are the Mulliken partial charges, in e, on atoms 1 to 2: atom 1 (C): -1.16, atom 2 (C): 0.32



Entry b
# C3H9NS

A 2-piece molecular cluster, C3H9NS overall (wB97M-V/def2-TZVPD, OMol25).

```
14
C3H9NS (wB97M-V/def2-TZVPD)
C 1.12346 2.35376 0.23585
N 0.11043 2.72462 -0.55387
H 2.11174 2.23528 -0.16993
H 0.91522 2.35961 1.31176
H 0.28173 2.75206 -1.60376
C -1.80406 -0.39307 0.44027
C -0.80953 -1.60287 0.42290
S 0.75693 -1.47934 -0.29661
H -1.42739 0.45898 0.91226
H -2.00166 -0.11299 -0.61803
H -2.64564 -0.77644 0.90113
H -0.72352 -2.01830 1.49948
H -1.50515 -2.25221 -0.17479
H 1.05156 -0.19595 -0.02940
```

## Properties
**E_HOMO**: -0.3278 Eh
**E_LUMO**: 0.76 eV
**Kohn-Sham gap**: 9.677 eV

These are the Mulliken partial charges, in e, on atoms 1 to 2: atom 1 (C): -0.47, atom 2 (N): -0.44



Which one sits at the bottom of the stability order? entry b does.